DFT (ωB97M-V with the def2-TZVPD basis set) results for 2 unconnected molecules or ions with the total composition C8H16NO3P at a distorted geometry.

Element x y z (Å)
C -0.97400 1.64062 -0.11883
C -1.13370 -1.17795 -1.26479
C -3.33752 -0.06333 -0.88685
C -1.35515 0.51505 2.04688
C 2.65789 2.44216 0.11805
C 2.70498 -2.39877 0.24419
C -2.06302 -0.58559 -0.20002
C -1.41297 0.51991 0.56493
N -0.67151 2.60515 -0.68325
O 2.54681 -0.06396 -1.46556
O 2.26100 1.24668 0.74983
O 2.17845 -1.22792 0.82106
P 1.79449 -0.00178 -0.20170
H -0.82690 -0.41209 -1.97349
H -1.64425 -1.97425 -1.80488
H -0.23618 -1.58447 -0.79689
H -3.08101 0.67611 -1.64212
H -4.00716 0.39678 -0.16479
H -3.85650 -0.88951 -1.36648
H -0.36790 0.81946 2.39436
H -2.07121 1.23494 2.45669
H -1.58875 -0.47182 2.44120
H 3.38107 2.92014 0.78181
H 1.80193 3.10282 -0.02783
H 3.12312 2.23568 -0.84889
H 3.68116 -2.20641 -0.20651
H 2.04075 -2.79653 -0.52723
H 2.80064 -3.12231 1.05833
H -2.34457 -1.37877 0.50279

=====

DFT (ωB97M-V with the def2-TZVPD basis set) results for 9 unconnected molecules or ions with the total composition C30H42O27 at a distorted geometry.

Element x y z (Å)
C -1.92350 22.19812 6.59164
C -2.38698 23.61565 6.98432
O -1.24031 24.01813 7.74489
C -0.22351 23.24181 7.63837
O 0.93923 23.46809 7.90302
O -0.60999 22.05287 7.14044
H -2.04962 21.93077 5.54249
H -2.62730 21.57638 7.14499
H -3.11894 23.44849 7.77450
H -2.61800 24.25527 6.13249
C -2.94733 20.39182 10.65211
C -3.82053 19.19595 10.22460
O -5.00533 19.83397 9.90814
C -5.04429 21.13593 10.14329
O -5.90512 21.94879 9.74328
O -3.87535 21.45108 10.76975
H -2.24293 20.55851 9.83717
H -2.38120 20.24256 11.57153
H -4.12813 18.49533 11.00088
H -3.35612 18.77564 9.33254
C -3.83704 20.01882 3.60503
C -3.56121 18.53506 3.66238
O -3.80968 18.31011 5.10060
C -4.29879 19.36192 5.76225
O -4.56194 19.34859 6.94878
O -4.20995 20.45217 4.92782
H -4.63683 20.31721 2.92725
H -2.88567 20.45614 3.30213
H -2.54361 18.24783 3.39765
H -4.32035 17.92053 3.17848
C -7.95762 16.68541 5.37219
C -7.42218 17.59819 4.25493
O -6.81429 16.70391 3.41142
C -6.81156 15.43242 3.88790
O -6.32717 14.46223 3.33243
O -7.40620 15.42333 5.02395
H -9.04558 16.73175 5.42008
H -7.66612 16.99900 6.37458
H -6.67066 18.28882 4.63750
H -8.21961 18.16144 3.77022
C -0.40849 18.93468 -0.47222
C -1.65204 18.07249 -0.28427
O -1.46975 17.42808 0.94073
C -0.32538 17.87817 1.51340
O 0.05328 17.59442 2.65666
O 0.28321 18.77613 0.80537
H -0.78166 19.95758 -0.52242
H 0.09247 18.50775 -1.34105
H -1.81235 17.33245 -1.06833
H -2.44249 18.82249 -0.25630
C -2.08886 15.47488 6.19519
C -0.89091 15.48889 5.26624
O -1.45295 15.14998 4.00858
C -2.78432 14.85760 4.16456
O -3.55846 14.51399 3.24208
O -3.12447 14.83192 5.44419
H -2.34467 16.52285 6.35147
H -1.77551 15.07773 7.16069
H -0.20110 14.65462 5.39368
H -0.31575 16.41449 5.28978
C -8.05213 19.05123 0.31588
C -6.84913 18.25594 -0.21099
C -5.46219 18.50926 0.41170
O -4.92921 17.17470 0.56059
C -5.78041 16.26168 0.28231
O -5.61419 15.04396 0.39405
O -6.96209 16.82046 -0.10912
H -7.98202 20.11940 0.11049
H -8.33767 18.79131 1.33520
H -8.91439 18.70488 -0.25391
H -6.84783 18.43831 -1.28562
H -5.47702 19.12374 1.31187
H -4.80262 19.09271 -0.23068
C -4.97950 26.35269 3.17527
C -5.77336 25.06368 3.62666
C -4.74863 23.97540 4.09580
O -5.21276 23.54101 5.35191
C -6.13471 24.33194 5.76660
O -6.59081 24.33150 6.89626
O -6.55219 25.24166 4.76091
H -3.97035 26.08668 2.86070
H -4.88714 27.06256 3.99725
H -5.39506 26.94337 2.35886
H -6.33095 24.56181 2.83589
H -3.70143 24.27672 4.12208
H -4.81131 23.12259 3.41986
C -9.74702 24.51455 3.96093
C -9.75223 23.18395 3.28489
C -9.66946 23.19529 1.76672
O -8.55931 22.35976 1.44022
C -7.92623 21.95312 2.60752
O -7.02557 21.10207 2.74761
O -8.49245 22.62673 3.64311
H -9.72394 24.46593 5.04960
H -10.67184 25.03700 3.71626
H -8.93997 25.14731 3.59161
H -10.59508 22.59536 3.64719
H -9.46410 24.19258 1.37769
H -10.54915 22.80794 1.25270

* total charge: +1
* multiplicity: 2

=====

We obtain energy values of -25475.6194, -87061.3105 eV for the records listed above, in that order.
We obtain ΔE to the lowest compared entry with this formula, charge and spin values of 1.857, 0.000 eV for the records listed above, in that order.